# 1
{"formula": "C20H30ClN3O3", "method": "ωB97M-V with the def2-TZVPD basis set", "elements": ["C", "C", "C", "C", "C", "C", "C", "O", "N", "C", "C", "O", "C", "C", "C", "C", "C", "N", "C", "O", "C", "C", "N", "C", "C", "Cl", "C", "H", "H", "H", "H", "H", "H", "H", "H", "H", "H", "H", "H", "H", "H", "H", "H", "H", "H", "H", "H", "H", "H", "H", "H", "H", "H", "H", "H", "H", "H"], "coordinates": [[-2.4233, -2.2228, -4.6259], [-1.9909, -1.6298, -3.2939], [-0.5157, -1.8247, -2.9927], [-0.1353, -3.2931, -2.9473], [-0.1430, -1.1282, -1.6958], [1.3496, -1.2476, -1.3919], [1.7808, -0.2896, -0.3005], [2.1855, 0.8368, -0.5667], [1.6528, -0.7730, 0.9561], [2.0211, -0.0823, 2.1927], [3.5239, 0.0611, 2.2647], [4.1748, -1.1988, 2.2813], [1.2956, 1.2498, 2.3392], [-0.1337, 0.8739, 2.7481], [-0.0183, -0.4616, 3.5217], [-0.4264, -0.3515, 4.9801], [1.4514, -0.8954, 3.3574], [-0.5112, 0.2651, -1.7186], [-1.5769, 0.7654, -1.0487], [-2.4258, 0.0712, -0.5195], [-1.6635, 2.2599, -0.9964], [-2.9112, 2.8495, -0.8816], [-3.0998, 4.1519, -0.7996], [-2.0352, 4.9295, -0.8118], [-0.7467, 4.4363, -0.9108], [0.6011, 5.5180, -0.8963], [-0.5495, 3.0772, -1.0114], [-3.4507, -1.9357, -4.8486], [-1.7924, -1.8615, -5.4427], [-2.3838, -3.3127, -4.6264], [-2.2133, -0.5599, -3.3016], [-2.5901, -2.0522, -2.4804], [0.0587, -1.3468, -3.8036], [-0.6722, -3.8111, -2.1458], [-0.3811, -3.7852, -3.8865], [0.9349, -3.4358, -2.7888], [-0.7061, -1.5968, -0.8834], [1.5891, -2.2735, -1.1032], [1.9413, -1.0101, -2.2799], [1.4435, -1.7551, 1.0475], [3.8763, 0.5866, 1.3789], [3.7933, 0.6618, 3.1418], [4.1333, -1.5545, 3.1743], [1.7839, 1.8242, 3.1333], [1.3383, 1.8552, 1.4413], [-0.5959, 1.6608, 3.3453], [-0.7594, 0.7411, 1.8669], [-0.6642, -1.2042, 3.0479], [0.1809, 0.3976, 5.4971], [-1.4725, -0.0552, 5.0683], [-0.3040, -1.3040, 5.5024], [1.5431, -1.9737, 3.1931], [2.0202, -0.6645, 4.2654], [0.1688, 0.9102, -2.0921], [-3.7991, 2.2315, -0.8487], [-2.2100, 5.9973, -0.7354], [0.4586, 2.6790, -1.0684]], "smiles": "CC[C@H](C)[C@@H](CC(=O)N[C@@]1(CO)CC[C@H](C)C1)NC(=O)c1cncc(Cl)c1", "homo_lumo_gap_ev": 10.002, "homo_ev": -9.524}

---

# 2
{"formula": "C20H30ClN3SiV", "method": "ωB97M-V with the def2-TZVPD basis set", "elements": ["V", "C", "C", "C", "C", "C", "C", "N", "N", "Si", "C", "C", "C", "H", "H", "H", "H", "H", "H", "H", "H", "H", "H", "H", "H", "H", "H", "H", "C", "C", "C", "C", "N", "H", "H", "H", "H", "H", "H", "H", "H", "H", "Cl", "C", "C", "C", "C", "C", "C", "C", "H", "H", "H", "H", "H", "H"], "coordinates": [[-0.4804, -0.3007, -0.8518], [2.2285, 1.3336, -1.5792], [1.7260, 1.5835, -0.1843], [2.3931, 2.4092, 0.6945], [1.9092, 2.5597, 1.9939], [0.7778, 1.8177, 2.3678], [0.1540, 0.9752, 1.4501], [0.5947, 0.9115, 0.1561], [-0.8901, 0.1629, 1.7142], [-1.5105, -0.3521, 3.1777], [-2.2518, -2.1103, 2.9117], [-2.9696, 0.7033, 3.9049], [-0.3140, -0.5449, 4.6918], [3.2242, 1.7585, -1.7199], [1.5429, 1.7637, -2.3158], [2.2692, 0.2557, -1.7567], [3.2964, 2.9255, 0.3823], [2.4121, 3.2069, 2.7058], [0.3922, 1.8731, 3.3784], [-2.7824, -2.1377, 1.9640], [-2.9502, -2.4013, 3.6952], [-1.4700, -2.8656, 2.8735], [-3.7551, 0.8031, 3.1597], [-2.6285, 1.7062, 4.1542], [-3.4222, 0.2767, 4.8008], [0.6744, -0.8154, 4.3288], [-0.6192, -1.3069, 5.4090], [-0.2087, 0.3917, 5.2367], [-0.7239, 0.5590, -4.5190], [-1.6253, 0.9873, -3.3261], [-1.4493, 2.5178, -3.0823], [-3.1048, 0.7306, -3.7224], [-1.2690, 0.2638, -2.1795], [-0.8342, 1.2328, -5.3725], [-0.9843, -0.4519, -4.8269], [0.3079, 0.5547, -4.1744], [-1.1771, 3.0525, -3.9943], [-0.6726, 2.6457, -2.3314], [-2.3693, 2.9443, -2.6896], [-3.3730, 1.2576, -4.6406], [-3.7452, 1.0673, -2.9098], [-3.2557, -0.3385, -3.8598], [5.4351, -1.9260, 0.2897], [3.7132, -2.0284, -0.0450], [3.2884, -2.3688, -1.3182], [1.9394, -2.4892, -1.5778], [0.9501, -2.2450, -0.5668], [-0.4479, -2.4021, -0.8088], [1.4509, -1.9385, 0.7252], [2.7940, -1.8153, 0.9907], [4.0193, -2.5514, -2.0974], [1.6120, -2.7594, -2.5771], [-1.0227, -2.7354, 0.0611], [-0.6878, -2.9889, -1.7044], [0.7436, -1.8000, 1.5328], [3.1460, -1.5573, 1.9810]], "spin_multiplicity": 4, "s_squared": 3.807, "homo_lumo_gap_ev": [2.597, 5.610], "total_charge": -2, "homo_ev": [2.247, -0.803]}

---

# 3
{"formula": "C20H30F6FeN7O11SSbSeSi", "method": "ωB97M-V with the def2-TZVPD basis set", "elements": ["Fe", "N", "C", "C", "C", "N", "C", "C", "N", "C", "H", "H", "H", "H", "H", "H", "H", "H", "H", "H", "H", "H", "H", "H", "H", "H", "C", "Si", "C", "C", "C", "C", "C", "C", "N", "C", "S", "H", "H", "H", "H", "H", "H", "H", "H", "H", "H", "H", "H", "O", "Se", "O", "O", "O", "F", "Sb", "F", "F", "F", "F", "F", "O", "N", "O", "C", "C", "C", "C", "O", "C", "C", "N", "O", "O", "N", "O", "O", "H", "H"], "coordinates": [[0.4071, -0.3377, -0.1462], [-3.6922, -0.0473, -2.2965], [-2.3229, -0.4643, -2.6364], [-2.2476, -1.9370, -3.0090], [-0.7686, -2.3222, -3.1404], [-0.1049, -2.1777, -1.8583], [-0.0688, -1.4428, -4.1795], [-0.2477, 0.0538, -3.9036], [0.4747, 0.4262, -2.7105], [-1.7326, 0.3987, -3.7399], [-4.0438, -0.6891, -1.5363], [-4.3253, -0.0195, -3.0930], [-3.6513, 0.8741, -1.7773], [-1.7177, -0.3309, -1.7405], [-2.7609, -2.1362, -3.9544], [-2.7027, -2.5382, -2.2215], [-0.7206, -3.3696, -3.4939], [0.8956, -2.2988, -1.9726], [-0.4328, -2.8818, -1.2019], [-0.4564, -1.6743, -5.1732], [0.9974, -1.6709, -4.1633], [0.1410, 0.6018, -4.7854], [0.4240, 1.4172, -2.5215], [1.4351, 0.1179, -2.7391], [-2.2485, 0.2203, -4.6869], [-1.8244, 1.4506, -3.4714], [0.4473, 5.7805, 1.6277], [0.1540, 4.8348, 3.2564], [1.6598, 5.0923, 4.4153], [-1.4892, 5.4242, 4.0336], [0.0282, 2.9417, 3.1585], [-0.4603, 2.2515, 4.2669], [-0.4108, 0.8755, 4.3091], [0.1129, 0.1955, 3.2181], [0.5144, 0.8251, 2.1309], [0.4726, 2.1530, 2.1107], [1.0257, 2.8724, 0.5896], [0.3448, 6.8506, 1.7884], [-0.2699, 5.4875, 0.8685], [1.4429, 5.5971, 1.2366], [2.0251, 6.1147, 4.3890], [2.4736, 4.4371, 4.1147], [1.4198, 4.8543, 5.4481], [-1.6025, 6.5003, 3.9437], [-1.5616, 5.1798, 5.0892], [-2.3289, 4.9534, 3.5300], [-0.8860, 2.8026, 5.0912], [-0.7723, 0.3159, 5.1552], [0.1994, -0.8783, 3.2334], [0.3504, -2.8533, 2.7544], [0.0881, -2.5803, 1.2389], [1.3822, -1.7646, 0.5447], [-1.0378, -1.4384, 0.8984], [-0.1949, -3.8935, 0.4247], [-0.6232, 1.0645, -0.4108], [-2.9349, 0.3413, 1.0816], [-2.8652, -0.2127, 3.0137], [-2.4255, 2.1068, 1.9582], [-4.8198, 0.7927, 1.5316], [-3.4832, 1.9283, -0.6717], [-4.1375, -1.4605, -0.1915], [7.5871, -1.9678, 1.3852], [6.9280, -1.1170, 1.9539], [7.2437, -0.6107, 3.0141], [5.7316, -0.6635, 1.3275], [5.3349, -1.2246, 0.1250], [4.1758, -0.7887, -0.4980], [3.3797, 0.2931, 0.0232], [2.3064, 0.6833, -0.4905], [3.9097, 0.9053, 1.2339], [5.0004, 0.3755, 1.9009], [3.2947, 2.0049, 1.7691], [3.2579, 2.2714, 2.9851], [2.7430, 2.8963, 0.9155], [3.7967, -1.4478, -1.6810], [2.6733, -1.2634, -2.1443], [4.6084, -2.1733, -2.2346], [5.9135, -2.0208, -0.3198], [5.3087, 0.8027, 2.8418]], "spin_multiplicity": 2, "s_squared": 0.782, "homo_lumo_gap_ev": [3.168, 3.179], "total_charge": -1, "homo_ev": [-4.932, -4.931]}

---

# 4
{"formula": "C20H30F6IrN2O4S2", "method": "ωB97M-V with the def2-TZVPD basis set", "elements": ["Ir", "C", "C", "C", "C", "C", "C", "C", "C", "C", "C", "C", "C", "C", "C", "C", "C", "C", "H", "H", "H", "H", "H", "H", "H", "H", "H", "H", "H", "H", "H", "H", "H", "H", "H", "H", "H", "H", "H", "H", "H", "H", "H", "H", "H", "H", "H", "F", "C", "F", "F", "S", "O", "O", "N", "S", "O", "O", "C", "F", "F", "F", "N", "C", "H"], "coordinates": [[-0.0582, -0.3474, -1.3656], [0.8964, 0.0426, 1.3150], [-0.3597, 0.6213, 1.1776], [-0.3821, 1.3462, -0.1679], [1.0055, 1.2790, -0.6143], [1.7579, 0.4519, 0.2863], [3.2165, 0.1623, 0.1464], [3.6681, -0.9996, 1.0299], [3.5936, -0.0906, -1.3155], [3.8984, 1.4671, 0.6363], [-1.3005, 2.5124, -0.6276], [-2.6207, 1.9931, -1.2098], [-0.6075, 3.3572, -1.7125], [-1.5851, 3.5114, 0.5018], [-1.3570, 0.4616, 2.3128], [-1.0200, 1.5966, 3.3218], [-2.8368, 0.5113, 1.9299], [-1.1073, -0.8430, 3.1054], [1.1701, -0.6536, 2.0894], [1.4663, 1.9714, -1.2972], [3.1638, -1.9244, 0.7580], [3.4859, -0.7944, 2.0861], [4.7421, -1.1426, 0.9104], [3.0606, -0.9562, -1.7124], [4.6628, -0.2936, -1.3756], [3.3873, 0.7732, -1.9496], [3.6540, 1.6766, 1.6783], [3.6165, 2.3259, 0.0255], [4.9784, 1.3376, 0.5600], [-2.4514, 1.3387, -2.0641], [-3.2301, 2.8339, -1.5456], [-3.2033, 1.4317, -0.4827], [-0.3363, 2.7934, -2.6015], [0.2819, 3.8559, -1.3244], [-1.2995, 4.1357, -2.0319], [-2.2407, 3.1224, 1.2707], [-2.0855, 4.3806, 0.0736], [-0.6593, 3.8602, 0.9647], [-1.1799, 2.5984, 2.9393], [0.0139, 1.5128, 3.6581], [-1.6663, 1.4570, 4.1892], [-3.1549, 1.4755, 1.5481], [-3.4291, 0.3147, 2.8236], [-3.0805, -0.2511, 1.1943], [-0.1604, -0.8171, 3.6453], [-1.1366, -1.7291, 2.4796], [-1.8892, -0.9279, 3.8591], [-3.0923, -4.1316, 0.8378], [-3.3361, -3.4670, -0.2757], [-4.2715, -2.5528, -0.0619], [-3.7118, -4.2904, -1.2317], [-1.8033, -2.5681, -0.7747], [-1.3326, -1.8301, 0.3851], [-2.1045, -1.6461, -1.8648], [-0.8612, -3.7487, -1.1770], [0.6072, -3.2665, -1.4907], [0.6106, -2.2857, -2.5910], [1.3541, -2.8302, -0.3398], [1.4351, -4.8475, -1.9777], [2.6548, -4.5333, -2.3858], [0.7770, -5.4595, -2.9435], [1.4930, -5.6136, -0.9077], [0.1078, 0.8170, -4.1474], [0.0630, 0.4077, -3.0678], [0.1286, 1.1074, -5.1039]], "homo_lumo_gap_ev": [7.816, 7.815], "total_charge": 1, "homo_ev": [-12.670, -12.670]}